<a>
The following is a DFT calculation (ωB97M-V with the def2-TZVPD basis set) of a 4-piece molecular cluster, C4H7N5 overall.

Results
**Gap between HOMO and LUMO**: 9.061 eV

The geometry in ORCA input format:
```
! RIJCOSX wB97M-V def2-TZVPD def2/J DEFGRID3
* xyz 0 1
C 1.955 1.270 0.238
C 1.370 -1.103 1.029
C -1.354 0.531 0.524
C -1.532 0.123 -1.540
H 1.385 1.925 -1.148
H 1.641 2.259 1.358
H 3.215 0.473 0.160
H 2.263 -1.169 1.783
H -0.406 -2.086 0.132
H -1.275 0.848 1.619
H -1.797 -0.280 -2.517
N 1.058 0.219 0.655
N 0.489 -2.080 0.804
N -0.140 0.322 -0.075
N -2.310 0.409 -0.472
N -0.192 0.144 -1.325
*
```

Formally, the Löwdin partial charges of the atoms, in units of the elementary charge, are as follows: -0.137, -0.249, -0.092, -0.220, 0.208, 0.156, 0.173, 0.143, 0.102, 0.152, 0.105, -0.267, 0.050, -0.276, 0.079, 0.073

<b>
The following is a DFT calculation (ωB97M-V with the def2-TZVPD basis set) of C4H7N5 as an isolated structure.

Results
**Gap between HOMO and LUMO**: 8.869 eV

The geometry in ORCA input format:
```
! RIJCOSX wB97M-V def2-TZVPD def2/J DEFGRID3
* xyz 0 1
C -0.373 1.255 -1.079
C 0.785 1.178 -0.284
C 2.006 -0.755 0.841
C -0.335 -0.641 0.307
H -3.047 -0.419 -1.509
H -2.707 0.957 -0.464
H -1.151 1.895 -1.755
H 1.573 2.210 0.126
H 1.677 -1.697 1.283
H 3.846 -0.700 0.753
H -1.848 -1.449 1.113
N -2.470 -0.099 -0.553
N -0.998 -0.204 -0.938
N 0.860 -0.058 0.295
N 2.988 0.018 0.632
N -0.807 -1.490 1.232
*
```

Formally, the Löwdin partial charges of the atoms, in units of the elementary charge, are as follows: -0.037, -0.114, -0.181, -0.461, 0.143, 0.080, 0.142, 0.215, 0.126, 0.110, 0.031, -0.033, -0.091, -0.107, 0.073, 0.103

Verdict on stability: <b> comes out on top.

<a>
The following is a DFT calculation (ωB97M-V with the def2-TZVPD basis set) of a single C2H6IOP molecule.

Results
**SMILES**: CP(C)(=O)I
**Gap between HOMO and LUMO**: 10.075 eV

The geometry in ORCA input format:
```
! RIJCOSX wB97M-V def2-TZVPD def2/J DEFGRID3
* xyz 0 1
C 0.892 1.177 -0.567
C -0.682 -0.688 1.169
O -1.487 -0.071 -1.521
P -0.335 -0.165 -0.591
I 0.814 -2.066 -1.464
H 1.920 0.892 -0.892
H 0.890 1.487 0.537
H 0.312 1.901 -1.142
H -0.123 -0.079 1.907
H -0.417 -1.829 1.223
H -1.784 -0.559 1.341
*
```

Formally, the Löwdin partial charges of the atoms, in units of the elementary charge, are as follows: -0.243, -0.251, -0.459, 0.154, 0.512, 0.049, 0.063, 0.043, 0.035, 0.043, 0.054

<b>
The following is a DFT calculation (ωB97M-V with the def2-TZVPD basis set) of a single C2H6IOP molecule.

Results
**SMILES**: CC[P@H](=O)I
**Gap between HOMO and LUMO**: 10.102 eV

The geometry in ORCA input format:
```
! RIJCOSX wB97M-V def2-TZVPD def2/J DEFGRID3
* xyz 0 1
C -1.118 0.921 -0.126
C -0.251 -0.118 0.529
O 1.564 -2.192 0.446
P 1.124 -0.984 -0.383
I 2.689 0.779 -0.466
H -0.568 1.809 -0.313
H -1.622 0.662 -1.091
H -1.771 1.192 0.611
H -0.711 -1.080 0.924
H 0.093 0.391 1.409
H 0.571 -1.380 -1.541
*
```

Formally, the Löwdin partial charges of the atoms, in units of the elementary charge, are as follows: -0.162, -0.448, -0.494, 0.228, 0.542, 0.044, 0.094, 0.038, 0.100, 0.068, -0.010

<c>
The following is a DFT calculation (ωB97M-V with the def2-TZVPD basis set) of a 2-piece molecular cluster, C2H6IOP overall.

Results
**Gap between HOMO and LUMO (alpha / beta)**: 4.158 / 4.159 eV

The geometry in ORCA input format:
```
! RIJCOSX wB97M-V def2-TZVPD def2/J DEFGRID3
* xyz 0 1
C -0.374 1.219 0.261
C 1.192 -1.304 -0.282
O 1.872 -1.351 0.858
P -0.470 -0.549 -0.432
I -4.161 0.858 -0.035
H 0.678 1.565 -0.026
H -0.529 1.116 1.370
H -1.041 1.609 -0.396
H 1.501 -1.798 -1.223
H 1.584 -1.031 1.689
H -0.252 -0.333 -1.784
*
```

Formally, the Löwdin partial charges of the atoms, in units of the elementary charge, are as follows: -0.301, -0.287, 0.051, 0.911, -0.594, 0.065, 0.059, -0.081, 0.094, 0.112, -0.029

Verdict on stability: <a> comes out on top.

<a>
The following is a DFT calculation (ωB97M-V with the def2-TZVPD basis set) of a single C10H14N4O5 molecule.

Results
**SMILES**: N[C@@H](CC(=O)O)C(=O)N[C@@H](Cc1c[nH]cn1)C(=O)O
**Gap between HOMO and LUMO**: 9.139 eV

The geometry in ORCA input format:
```
! RIJCOSX wB97M-V def2-TZVPD def2/J DEFGRID3
* xyz 0 1
C 2.868 0.491 0.890
C 1.574 0.597 -0.036
C 3.308 -0.965 0.857
C 3.728 -1.294 -0.530
C -0.769 0.492 -0.010
C -1.213 1.869 -0.420
C -1.797 -0.231 0.931
C -3.019 -0.637 0.252
C -4.100 0.084 -0.135
C -4.506 -2.064 -0.094
H 1.844 1.726 2.287
H 3.424 0.823 2.807
H 3.618 1.060 0.400
H 2.525 -1.663 1.229
H 4.146 -1.177 1.433
H 5.186 -0.514 -1.698
H 0.538 0.411 1.644
H -0.676 -0.101 -0.955
H -1.356 -1.195 1.258
H -1.883 0.429 1.763
H -4.252 1.174 -0.234
H -5.186 -2.888 -0.478
H -6.171 -0.729 -0.444
H 0.368 1.730 -1.636
N 2.390 0.744 2.286
N 0.468 0.498 0.597
N -3.205 -1.978 0.241
N -5.126 -0.856 -0.276
O 1.808 0.703 -1.298
O 3.569 -2.397 -1.082
O 4.650 -0.335 -0.862
O -2.143 2.514 -0.006
O -0.416 2.264 -1.444
*
```

Formally, the Löwdin partial charges of the atoms, in units of the elementary charge, are as follows: -0.294, -0.382, -0.082, -0.480, -0.234, -0.447, -0.070, -0.370, -0.043, -0.198, 0.137, 0.167, 0.124, 0.153, 0.111, 0.170, 0.167, 0.189, 0.132, 0.117, 0.123, 0.134, 0.183, 0.060, -0.017, 0.109, 0.113, 0.033, 0.015, 0.085, 0.058, 0.124, 0.114

<b>
The following is a DFT calculation (ωB97M-V with the def2-TZVPD basis set) of a single C10H14N4O5 molecule.

Results
**SMILES**: N[C@@H](CC(=O)O)C(=O)N[C@@H](Cc1c[nH]cn1)C(=O)O
**Gap between HOMO and LUMO**: 9.460 eV

The geometry in ORCA input format:
```
! RIJCOSX wB97M-V def2-TZVPD def2/J DEFGRID3
* xyz 0 1
C -3.017 -0.593 0.176
C -1.804 -1.132 -0.651
C -3.159 0.950 -0.041
C -1.873 1.622 0.232
C 0.604 -1.551 -0.593
C 1.570 -2.157 0.484
C 1.290 -0.509 -1.437
C 1.960 0.666 -0.616
C 3.129 0.684 -0.027
C 2.065 2.592 0.263
H -2.609 -1.860 1.701
H -2.267 -0.376 2.081
H -3.963 -0.996 -0.220
H -3.321 1.199 -1.100
H -3.973 1.416 0.534
H -0.336 2.277 -0.682
H -0.513 -0.578 0.897
H 0.376 -2.366 -1.289
H 2.118 -0.919 -2.033
H 0.564 -0.083 -2.162
H 3.930 -0.072 0.040
H 1.839 3.608 0.583
H 3.903 2.324 1.159
H 3.076 -3.151 0.717
N -2.957 -0.914 1.596
N -0.605 -1.121 0.026
N 1.264 1.828 -0.466
N 3.201 1.940 0.554
O -1.908 -1.588 -1.755
O -1.271 1.588 1.271
O -1.309 2.142 -0.883
O 1.403 -2.059 1.684
O 2.590 -2.809 -0.044
*
```

Formally, the Löwdin partial charges of the atoms, in units of the elementary charge, are as follows: -0.265, -0.434, -0.051, -0.562, -0.235, -0.474, -0.042, -0.275, -0.053, -0.142, 0.082, 0.052, 0.146, 0.130, 0.138, 0.057, 0.139, 0.159, 0.122, 0.134, 0.141, 0.140, 0.150, 0.134, 0.059, 0.115, 0.097, 0.071, 0.092, 0.076, 0.062, 0.106, 0.132

Verdict on stability: <b> comes out on top.